1.
A cluster of 2 separate species, C6H3BrClFO2 in total, computed with the ωB97M-V functional and the def2-TZVPD basis.

The geometry in XYZ format:
```
14
Properties=species:S:1:pos:R:3
C -0.6110 0.5293 2.0029
C -0.7577 -0.4658 0.9860
C 0.7699 0.7578 2.0272
C 0.5027 -0.7188 0.4041
C 0.6685 -1.5139 -0.7179
C -0.2842 0.4415 -2.3895
O 0.9486 -2.4961 -1.2610
O 1.4250 -0.0434 1.0661
F -1.4625 0.8194 -1.8616
Cl -0.4632 -0.4309 -3.8968
Br 0.8377 2.0481 -2.6125
H -1.3657 0.5916 2.7905
H -1.6970 -0.9361 0.7746
H 1.4888 1.4171 2.6879
```

The HOMO energy (alpha / beta) comes out at -0.3076 / -0.2661 Eh. The total energy comes out at -95642.724 eV.

=====

2.
An isolated molecule of C6H3FO2, computed with the ωB97M-V functional and the def2-TZVPD basis.

The geometry in XYZ format:
```
12
Properties=species:S:1:pos:R:3
C 0.5335 0.9276 -1.9644
C 0.9562 0.7079 -0.8312
C 0.9337 1.3646 0.4451
O 1.3822 2.4164 0.4534
O 0.3719 0.7518 1.5195
C 0.1680 -0.6316 1.0882
F 0.4802 -1.3317 2.2132
C -1.3038 -0.8873 0.6747
C -2.0197 -1.2013 -0.2668
H 0.2771 0.5075 -2.9602
H 1.0612 -1.1904 0.4185
H -2.8405 -1.4335 -0.7900
```

As for the structure (SMILES): C#CC(=O)O[C@@H](F)C#C. The HOMO energy comes out at -0.3887 Eh. The total energy comes out at -13076.250 eV.

=====

3.
A structure of composition C6H3MnO5, computed with the ωB97M-V functional and the def2-TZVPD basis.

The geometry in XYZ format:
```
15
Properties=species:S:1:pos:R:3
C 1.6706 -0.4575 0.4476
C 0.3356 -1.0310 0.4657
O -0.3334 -3.3595 0.4812
C 0.2121 -2.4614 -0.0434
O 1.7976 0.7699 0.1949
H 2.5337 -1.1256 0.5820
Mn 3.2521 1.9055 -0.1678
O -1.2838 1.8775 -0.7121
C -1.9233 0.8996 -1.3970
C -0.6115 1.3136 0.3420
O -2.5931 1.0618 -2.3683
O -1.5601 -0.2844 -0.8729
C -0.7605 -0.0537 0.2416
H -0.5026 1.9226 1.2345
H -0.2335 -0.9774 1.5719
```

As for the expectation value of S²: 12.01. The HOMO energy (alpha / beta) comes out at -0.5810 / -0.6009 Eh. Its multiplicity is 7. The total charge is +2. The total energy comes out at -47801.926 eV.

=====

4.
A cluster of 2 separate species, C6H3N2O4 in total, computed with the ωB97M-V functional and the def2-TZVPD basis.

The geometry in XYZ format:
```
15
Properties=species:S:1:pos:R:3
C 1.6503 0.3932 0.7803
C 1.1869 1.5418 0.2745
C 1.1249 -1.0393 0.6739
C -0.2441 1.6605 -0.1330
C -0.9281 -1.8883 -1.5535
C -2.1599 0.1229 0.4753
N -1.9485 -1.3561 -1.4808
N -1.0781 0.6592 0.2664
O 0.3688 -1.5115 1.5168
O -0.7495 2.5570 -0.8201
O 1.5282 -1.4775 -0.3634
O -3.1744 -0.2977 0.8158
H 2.8109 0.3820 1.0980
H 1.6032 2.5773 0.0504
H 0.0095 -2.3237 -1.6008
```

The HOMO energy comes out at -0.1921 Eh. The total charge is -1. The total energy comes out at -17440.759 eV.

=====

5.
A structure of composition C6H3NO, computed with the ωB97M-V functional and the def2-TZVPD basis.

The geometry in XYZ format:
```
11
Properties=species:S:1:pos:R:3
C -1.8200 -0.1750 0.0281
C -1.3227 1.1756 0.0613
C 0.2910 0.0573 -0.0756
C -0.5871 -0.9252 0.1269
C 1.6991 -0.2871 -0.2460
C 2.9132 -0.1655 -0.0104
H -1.9499 2.0430 0.0230
H -0.0807 -2.0247 -0.0928
H 3.8144 -0.4567 0.4100
N -0.0132 1.3922 -0.0932
O -2.9443 -0.6340 -0.1312
```

The HOMO energy comes out at -0.3514 Eh. The total energy comes out at -9802.555 eV.

=====

6.
A structure of composition C6H3NS4, computed with the ωB97M-V functional and the def2-TZVPD basis.

The geometry in XYZ format:
```
14
Properties=species:S:1:pos:R:3
C 0.4564 -0.4546 1.0948
C 0.5645 -0.0733 -0.3539
C -0.6793 0.0733 -1.1172
C -0.7815 0.4421 -2.4380
C -2.1569 0.3365 -2.9481
C -3.1794 0.3806 -1.9572
H 0.0356 0.5731 -2.9524
H -2.4670 0.8698 -3.9577
H -4.1246 0.6852 -2.1033
N 1.7328 0.2540 -0.7754
S -0.7766 -0.2858 2.0819
S 1.9803 -0.4785 1.8772
S 2.9864 0.2322 0.3003
S -2.3724 0.0237 -0.4619
```

The HOMO energy comes out at -0.3013 Eh. The total energy comes out at -51099.058 eV.

=====

7.
An isolated molecule of C6H4, computed with the ωB97M-V functional and the def2-TZVPD basis.

The geometry in XYZ format:
```
10
Properties=species:S:1:pos:R:3
C 2.5406 0.0031 0.0369
C 1.2229 -0.0145 -0.0148
C -0.0401 -0.4387 0.0539
C -0.1422 1.1282 0.0235
C -1.2601 0.1842 -0.0895
C -2.5438 -0.1711 0.0560
H 3.1427 0.8187 -0.1797
H 3.2009 -0.8307 0.0304
H -3.2537 0.5591 -0.2870
H -2.8673 -1.2383 0.3704
```

As for the structure (SMILES): C=C1C2=C1C2=C. The HOMO energy comes out at -0.2887 Eh. The total energy comes out at -6278.797 eV.

=====

8.
A cluster of 14 separate species, C6H42N2O13 in total, computed with the ωB97M-V functional and the def2-TZVPD basis.

The geometry in XYZ format:
```
63
Properties=species:S:1:pos:R:3
C 2.8726 2.8021 1.2101
C 1.6367 3.6274 1.5220
C 2.5825 1.3032 1.0880
N 1.8638 1.0155 -0.1645
C 0.3619 -0.8593 0.4948
C 1.5695 -0.4014 -0.3585
C 1.3165 -0.5949 -1.8911
N 0.6143 -1.8598 -2.1637
H 3.3354 3.1617 0.3042
H 3.6186 2.9712 2.0543
H 0.8568 3.5129 0.7453
H 1.1697 3.2938 2.4684
H 1.8841 4.7323 1.5977
H 2.0301 1.0138 2.0160
H 3.4856 0.6963 1.0347
H 0.9454 1.5475 -0.1612
H -0.5108 -0.4288 0.1157
H 0.2876 -1.9779 0.5093
H 0.4812 -0.6166 1.5211
H 2.4465 -1.0380 -0.0890
H 0.6758 0.2572 -2.2547
H 2.2426 -0.5113 -2.4132
H 0.6737 -2.0900 -3.1247
H 1.0217 -2.6176 -1.6493
H -4.5526 1.0827 0.7048
H -3.6330 2.0051 1.4969
O -4.2341 1.9807 0.6800
H -2.6915 -1.0658 1.5820
H -3.1200 -1.1326 3.0955
O -2.3928 -0.9175 2.5364
H -1.4666 -2.8616 -1.3433
H -1.6094 -3.9577 -0.2893
O -2.1455 -3.3879 -0.8254
H 2.3605 -1.9165 1.8606
H 1.1961 -2.6797 2.4369
O 2.0675 -2.8321 2.0385
H 4.4727 -0.3971 -1.5336
H 3.8580 0.9034 -1.1265
O 4.6845 0.4646 -1.2019
H -0.9481 -1.8697 2.9681
H -0.2717 -2.3325 4.2286
O -0.2983 -2.4502 3.2987
H -2.0944 0.7958 2.5055
H -1.5233 1.7755 1.4997
O -2.0935 1.7453 2.2563
H -2.2478 1.7092 -4.6707
H -1.1180 1.8856 -3.6835
O -1.5854 1.1836 -4.1738
H -3.2521 -2.1567 -0.0576
H -3.2532 -0.7646 -0.6170
O -3.5002 -1.2724 0.1619
H -0.9124 2.7688 -1.8373
H 0.5410 2.6023 -2.1933
O -0.3000 2.9166 -2.5378
H -2.8154 2.0427 -0.2813
H -2.0446 0.9287 -1.1769
O -1.9397 1.7651 -0.6447
H -2.2697 0.1743 -2.9895
H -1.7778 -1.0572 -2.2223
O -2.4462 -0.3747 -2.1747
H 2.0036 -3.5260 0.5181
H 2.0178 -4.8295 -0.2958
O 1.8734 -3.8874 -0.4041
```

The HOMO energy comes out at -0.3504 Eh. The total energy comes out at -36503.793 eV.

=====

9.
A cluster of 17 separate species, C6H43N2O16 in total, computed with the ωB97M-V functional and the def2-TZVPD basis.

The geometry in XYZ format:
```
67
Properties=species:S:1:pos:R:3
C -2.6825 10.8876 -17.2054
C -3.8620 11.0434 -18.1450
N -3.4653 11.4330 -19.4620
C -3.0380 12.6812 -19.8618
C -2.9338 12.6650 -21.2354
N -3.1142 11.3814 -21.7091
C -3.5148 10.6364 -20.6113
C -2.8688 10.9865 -23.0837
H -3.1518 10.4734 -16.3130
H -2.2215 11.8060 -16.8419
H -1.8973 10.2334 -17.5845
H -4.5439 11.8086 -17.7741
H -4.4036 10.0994 -18.0850
H -2.9948 13.4514 -19.1060
H -2.6195 13.4755 -21.8763
H -3.5963 9.5604 -20.6561
H -2.7698 9.9239 -23.3054
H -2.0276 11.4870 -23.5632
H -3.7549 11.1825 -23.6874
O -4.1447 6.6548 -21.3457
H -4.7212 7.3083 -21.7418
H -4.2839 5.8644 -21.8673
O -0.0839 11.0487 -26.2755
H -0.9360 11.4697 -26.1618
H -0.2650 10.1129 -26.1876
O -5.4050 8.2971 -22.8750
H -5.9795 9.0441 -23.0427
H -4.6972 8.3907 -23.5126
O -0.5718 13.8416 -17.1701
H -1.0545 14.2083 -17.9110
H 0.0688 14.5159 -16.9437
O -4.5597 12.9828 -25.5846
H -5.2518 13.6404 -25.5165
H -4.9640 12.1751 -25.2678
O -2.6799 10.8946 -26.1686
H -2.9215 10.3724 -26.9335
H -3.3083 11.6166 -26.1627
O -3.9294 12.0400 -14.2205
H -3.6443 12.9536 -14.2035
H -4.8434 12.0791 -14.5018
O -1.9847 8.2455 -14.3886
H -2.9021 8.1095 -14.6254
H -1.8125 7.5923 -13.7104
O -2.3855 14.3031 -14.8796
H -1.7637 14.3882 -15.6023
H -2.7756 15.1731 -14.7949
O -1.7552 15.6340 -18.9608
H -1.2139 15.9761 -19.6723
H -2.5837 16.1066 -19.0410
O -6.1650 13.7313 -22.4371
H -6.7921 14.2642 -22.9260
H -5.3104 13.9882 -22.7834
O 0.0428 13.5819 -21.9639
H 0.4640 12.7850 -22.2861
H 0.7128 14.0081 -21.4293
O -4.2535 15.2303 -23.4788
H -4.4989 16.1028 -23.1710
H -3.3418 15.3210 -23.7557
O -1.8956 7.7488 -20.2818
H -2.6426 7.2930 -20.6698
H -1.6119 7.1793 -19.5668
O -1.3837 15.7927 -22.8563
H -0.9648 14.9622 -22.6304
H -1.0915 16.4012 -22.1777
O -6.2830 11.1036 -23.2255
H -6.2294 11.9216 -22.7312
H -6.8486 11.3095 -23.9697
```

The HOMO energy comes out at -0.4663 Eh. The total charge is +1. The total energy comes out at -42655.180 eV.

=====

10.
An isolated molecule of C6H4BrClN2O, computed with the ωB97M-V functional and the def2-TZVPD basis.

The geometry in XYZ format:
```
15
Properties=species:S:1:pos:R:3
Cl 0.6619 -4.1672 -2.7093
C 0.5771 -2.8583 -1.6720
C 0.3141 -2.8388 -0.3931
Br -0.5697 -4.3468 0.3968
C 0.5128 -1.5632 0.4323
N 0.5290 -0.4270 -0.4446
C 0.0576 0.8326 -0.2357
C 0.1825 1.4920 -1.4003
N 0.5765 0.6296 -2.3981
C 0.7602 -0.5109 -1.8160
O 1.1450 -1.6975 -2.3063
H -0.2318 -1.4975 1.3236
H 1.5922 -1.8506 0.7788
H -0.1758 1.1640 0.8963
H 0.0457 2.5433 -1.7563
```

As for the structure (SMILES): ClC1=C(Br)Cn2ccnc2O1. The HOMO energy comes out at -0.3212 Eh. The total energy comes out at -93877.464 eV.

=====

11.
A structure of composition C6H4HgN5O5, computed with the ωB97M-V functional and the def2-TZVPD basis.

The geometry in XYZ format:
```
21
Properties=species:S:1:pos:R:3
O 1.1704 0.6192 -5.3744
C 0.6128 0.3553 -4.4094
Hg -0.0678 -1.0495 -0.6577
O -2.1999 1.1088 -2.8991
C -1.7789 0.6402 -1.9593
C -2.4459 -1.2452 1.3081
O -3.3117 -1.2219 2.0552
C 0.9089 -2.9478 1.0798
O 1.6470 -3.7233 1.4557
C -1.6284 -3.3588 -1.7645
O -1.9275 -4.2242 -2.4461
H 0.9586 -1.5159 -1.9151
N 1.4985 3.4354 1.5439
N 1.0114 2.1730 1.5925
N 0.9431 1.4331 2.7164
C 0.4080 0.3095 2.2549
N 0.1150 0.3670 0.9507
N 0.5284 1.5928 0.4953
H 1.5097 3.9089 0.6618
H 1.8231 3.8820 2.3934
H 0.2252 -0.5387 2.9178
```

The HOMO energy comes out at -0.5012 Eh. The total charge is +1. The total energy comes out at -28138.090 eV.

=====

12.
A structure of composition C6H4N2O2, computed with the ωB97M-V functional and the def2-TZVPD basis.

The geometry in XYZ format:
```
14
Properties=species:S:1:pos:R:3
C 1.0216 -1.1144 -0.1593
C -0.9451 -0.1503 0.2330
C -0.4246 1.1783 0.3836
C 0.8942 1.3491 -0.0614
C -2.3852 -0.2831 0.1160
C -3.6538 -0.1930 -0.2493
H 2.7187 -1.7236 -0.5131
H -0.9917 2.0613 0.5197
H 2.6579 0.2333 0.1156
H -4.6446 -0.1572 -0.6495
N -0.2980 -1.3252 0.0340
N 1.6485 0.1135 -0.1639
O 1.7576 -2.1331 0.1186
O 1.2129 2.5517 -0.1360
```

The HOMO energy comes out at -0.3207 Eh. The total energy comes out at -13357.065 eV.

=====

Going through the records in order, we get ΔE to the lowest compared entry with this formula, charge and spin values of 0.00 18.92 39.80 15.02 84.21 33.48 84.82 0.00 14.19 0.00 0.00 109.82 kcal/mol.